Molecular formula: CNO3P
Method: DFT, the ωB97M-V functional and the def2-TZVPD basis

The value obtained for the frontier orbital gap is 8.42 eV. The value obtained for the LUMO energy is 0.266 hartree. For the HOMO energy, the calculation gives -1.2 eV. As for the total charge: -2. For the energy relative to the best compared isomer or geometry (same formula, charge and spin), the calculation gives 0.364 eV.

Last column: Mulliken charge in e.
Element x y z (Å)
C (-2.03, 0.16, -0.13)  -0.419
N (-3.19, 0.04, 0.04)  -0.554
O (1.26, -1.53, 0.08)  -0.644
O (1.46, 0.64, -1.29)  -0.660
O (1.36, 0.74, 1.28)  -0.649
P (1.13, -0.04, 0.02)  0.926